1.
C25H72N4O11 | ωB97M-V with the def2-TZVPD basis set

Gap between HOMO and LUMO = 9.78 eV
Electronic energy = -55574.872 eV
Energy relative to the best compared isomer or geometry (same formula, charge and spin) = 0.00 kJ/mol
SMILES = NC(N)=O.NC(N)=O.CC(C)O.CC(C)O.CC(C)O.CC(C)O.CC(C)O.CCO.CCO.CCO.CCO

Geometry as ORCA input:
```
! RIJCOSX wB97M-V def2-TZVPD def2/J DEFGRID3
* xyz 0 1
N 10.28 -5.65 4.47
C 11.17 -5.42 5.42
N 10.65 -4.88 6.44
O 12.36 -5.69 5.36
H 10.64 -6.14 3.67
H 9.30 -5.48 4.68
H 9.73 -4.49 6.35
H 11.32 -4.75 7.19
N 11.82 -9.17 1.65
C 11.83 -8.14 2.42
N 12.25 -8.46 3.55
O 11.60 -7.02 2.06
H 12.00 -10.09 2.03
H 11.38 -9.09 0.74
H 12.54 -7.79 4.25
H 12.66 -9.39 3.57
C 10.79 -7.88 -2.82
C 10.72 -8.23 -1.30
C 9.41 -8.03 -0.58
O 11.10 -9.59 -1.24
H 11.79 -8.07 -3.21
H 10.67 -6.80 -2.84
H 9.99 -8.40 -3.35
H 11.52 -7.59 -0.94
H 8.62 -8.52 -1.15
H 9.05 -7.01 -0.63
H 9.46 -8.30 0.48
H 12.01 -9.71 -1.52
C 11.01 -14.98 1.13
C 10.47 -13.62 1.67
C 11.19 -12.38 1.12
O 9.15 -13.49 1.35
H 11.10 -15.01 0.04
H 10.29 -15.74 1.42
H 11.96 -15.26 1.59
H 10.48 -13.61 2.76
H 11.08 -12.32 0.03
H 12.24 -12.34 1.39
H 10.82 -11.43 1.50
H 8.80 -14.19 0.80
C 8.64 -9.90 3.29
C 7.97 -9.64 4.68
C 8.83 -8.87 5.65
O 6.83 -8.81 4.41
H 9.15 -9.05 2.84
H 7.92 -10.19 2.53
H 9.29 -10.76 3.45
H 7.64 -10.55 5.18
H 8.30 -8.75 6.60
H 9.07 -7.89 5.24
H 9.80 -9.28 5.93
H 6.44 -8.68 5.27
C 6.85 -6.96 1.46
C 7.95 -6.13 2.23
C 7.99 -4.64 1.84
O 7.61 -6.17 3.55
H 6.85 -6.87 0.38
H 5.85 -6.75 1.84
H 6.96 -8.02 1.71
H 8.90 -6.67 2.27
H 7.06 -4.13 1.60
H 8.64 -4.51 0.98
H 8.48 -3.98 2.55
H 7.25 -7.05 3.63
C 10.78 -12.04 5.69
C 12.01 -12.92 6.03
C 11.86 -13.81 7.30
O 12.19 -13.70 4.88
H 11.00 -11.46 4.79
H 10.37 -11.55 6.57
H 10.05 -12.80 5.41
H 12.91 -12.33 6.17
H 11.50 -13.06 8.00
H 12.79 -14.26 7.63
H 11.04 -14.52 7.21
H 11.49 -14.36 4.88
C 12.43 -2.73 -0.04
C 12.15 -3.89 0.93
O 11.16 -4.69 0.34
H 12.90 -3.05 -0.97
H 13.05 -1.90 0.29
H 11.45 -2.39 -0.39
H 11.88 -3.50 1.91
H 13.05 -4.49 1.06
H 10.91 -5.37 0.97
C 12.03 -9.94 8.66
C 12.65 -9.04 7.61
O 11.77 -7.90 7.56
H 11.00 -10.25 8.50
H 12.01 -9.41 9.62
H 12.63 -10.81 8.93
H 12.73 -9.52 6.64
H 13.63 -8.64 7.85
H 12.18 -7.21 7.03
C 15.01 -3.57 3.91
C 15.26 -5.08 4.03
O 15.01 -5.70 5.31
H 15.42 -3.09 3.02
H 15.40 -3.04 4.78
H 13.95 -3.36 3.78
H 16.32 -5.17 3.80
H 14.66 -5.61 3.29
H 14.07 -5.78 5.44
C 15.07 -10.40 4.28
C 14.47 -11.40 3.23
O 13.06 -11.44 3.38
H 14.86 -10.65 5.32
H 14.61 -9.42 4.19
H 16.13 -10.31 4.07
H 14.92 -12.37 3.45
H 14.80 -11.13 2.23
H 12.81 -12.13 4.01
*
```

Atomic partial charges in e from the Löwdin method, atoms 1 to 5: atom 1 (N): 0.214, atom 2 (C): -0.751, atom 3 (N): 0.199, atom 4 (O): 0.002, atom 5 (H): 0.074



2.
C25H74N6O14 | ωB97M-V with the def2-TZVPD basis set

Gap between HOMO and LUMO = 7.37 eV
Electronic energy = -64726.941 eV
Energy relative to the best compared isomer or geometry (same formula, charge and spin) = 0.00 kJ/mol
SMILES = COCCNCCOC.COCCNCCOC.COCCNCCOC.COCCNCCOC.NC(N)=O.O.O.O.O.O

Geometry as ORCA input:
```
! RIJCOSX wB97M-V def2-TZVPD def2/J DEFGRID3
* xyz 0 1
C 15.59 19.10 -15.02
O 15.36 18.81 -13.66
C 15.59 17.44 -13.39
C 14.75 17.00 -12.23
N 15.21 17.62 -11.02
C 14.18 17.56 -9.99
C 14.48 18.40 -8.76
O 13.85 19.67 -8.77
C 14.55 20.64 -9.51
H 15.16 18.34 -15.67
H 16.68 19.20 -15.16
H 15.20 20.07 -15.31
H 16.66 17.27 -13.17
H 15.45 16.81 -14.27
H 14.77 15.92 -12.18
H 13.72 17.31 -12.49
H 15.38 18.60 -11.24
H 14.06 16.52 -9.64
H 13.15 17.79 -10.33
H 15.56 18.39 -8.59
H 14.06 17.91 -7.88
H 15.60 20.72 -9.24
H 14.04 21.60 -9.42
H 14.41 20.44 -10.59
C 22.63 25.52 -15.15
O 22.40 24.65 -14.09
C 21.02 24.35 -13.98
C 20.74 23.71 -12.62
N 21.33 22.37 -12.57
C 21.22 21.80 -11.24
C 21.93 20.48 -11.13
O 23.27 20.70 -11.51
C 24.05 19.53 -11.63
H 23.69 25.78 -15.24
H 22.09 26.48 -15.10
H 22.36 25.02 -16.09
H 20.61 23.73 -14.78
H 20.43 25.29 -13.99
H 19.65 23.66 -12.56
H 21.08 24.36 -11.80
H 22.29 22.40 -12.89
H 20.18 21.62 -10.98
H 21.58 22.47 -10.44
H 21.47 19.75 -11.82
H 21.87 20.13 -10.09
H 24.23 18.95 -10.71
H 25.00 19.84 -12.06
H 23.59 18.80 -12.31
C 22.51 13.26 -8.91
O 21.90 14.50 -9.08
C 21.62 14.79 -10.44
C 20.62 15.93 -10.48
N 19.32 15.51 -10.01
C 18.36 16.58 -9.88
C 18.61 17.51 -8.70
O 18.47 16.80 -7.50
C 18.42 17.64 -6.40
H 23.46 13.17 -9.47
H 21.87 12.43 -9.24
H 22.74 13.09 -7.86
H 21.22 13.93 -11.00
H 22.56 15.05 -10.95
H 20.60 16.38 -11.47
H 21.14 16.62 -9.78
H 19.49 15.03 -9.14
H 17.36 16.16 -9.78
H 18.35 17.20 -10.78
H 17.94 18.38 -8.78
H 19.65 17.86 -8.73
H 17.53 18.29 -6.46
H 19.29 18.28 -6.23
H 18.24 17.08 -5.47
C 25.23 13.61 -14.07
O 24.50 14.19 -15.12
C 23.61 15.20 -14.70
C 22.70 15.55 -15.83
N 21.81 14.42 -16.14
C 21.05 14.59 -17.39
C 21.88 14.24 -18.62
O 22.15 12.87 -18.55
C 23.02 12.44 -19.57
H 24.99 12.54 -13.95
H 24.96 14.04 -13.09
H 26.30 13.75 -14.21
H 24.16 16.06 -14.31
H 23.00 14.86 -13.85
H 23.24 15.92 -16.71
H 22.05 16.38 -15.50
H 22.41 13.61 -16.26
H 20.71 15.63 -17.46
H 20.21 13.90 -17.32
H 22.81 14.83 -18.58
H 21.34 14.51 -19.54
H 23.29 11.40 -19.40
H 23.95 13.02 -19.65
H 22.54 12.48 -20.56
N 23.70 18.93 -16.89
C 24.02 19.29 -15.59
N 23.01 19.94 -14.89
O 25.13 19.16 -15.13
H 24.30 18.40 -17.47
H 22.80 19.25 -17.22
H 22.05 19.83 -15.20
H 23.26 20.38 -14.02
O 18.29 19.41 -12.71
H 17.41 19.02 -12.88
H 18.52 19.88 -13.53
O 20.49 18.94 -16.07
H 20.10 19.80 -15.87
H 20.09 18.69 -16.92
O 20.42 14.44 -13.51
H 20.11 15.35 -13.64
H 20.84 14.17 -14.34
O 17.75 15.62 -15.11
H 18.38 16.29 -14.77
H 17.38 15.22 -14.32
O 19.79 17.22 -13.88
H 20.03 17.63 -14.73
H 19.52 17.96 -13.30
*
```

Atomic partial charges in e from the Löwdin method, atoms 1 to 5: atom 1 (C): -0.094, atom 2 (O): -0.195, atom 3 (C): -0.247, atom 4 (C): -0.220, atom 5 (N): -0.041